The following is a DFT calculation (ωB97M-V/def2-TZVPD) of one molecule with the formula C4H4FN3O2 in a non-equilibrium geometry.

Computed properties:
frontier orbital gap: 8.676 eV
HOMO energy: -9.594 eV
LUMO energy: -0.92 eV
molar mass: 145.1 g mol⁻¹
SMILES: O=[N+]([O-])/N=C/C=C\N=C/F
energy relative to the best compared isomer or geometry (same formula, charge and spin): 131.2 kcal per mole

Last column: natural (NBO) charge in e.
Atoms and positions in Å:
F1 -0.012 -2.026 -0.623  -0.309
O1 2.952 -0.380 -0.218  -0.395
O2 2.810 1.471 0.831  -0.364
N1 1.024 0.308 0.200  -0.315
N2 2.305 0.572 0.213  0.607
N3 -1.353 -0.961 0.954  -0.494
C1 0.187 1.002 -0.469  0.130
C2 -1.237 0.767 -0.639  -0.364
C3 -1.990 -0.159 0.068  0.093
C4 -0.379 -1.705 0.624  0.575
H1 0.455 1.827 -1.142  0.195
H2 -1.932 1.553 -1.230  0.237
H3 0.258 -2.088 1.419  0.184
H4 -3.088 -0.182 0.013  0.220

Cartesian forces (eV/Å) of the 2 atoms listed first:
-0.459 0.101 0.776
0.291 0.337 -0.709